(1)
This record from the Open Molecules 2025 dataset describes a 15-piece molecular cluster, C86H74Cl2N14O28 overall in a non-equilibrium geometry. The level of theory is the ωB97M-V functional and the def2-TZVPD basis.

Last column: Löwdin charge in e.
Geometry (Å):
Cl: 2.335 -2.616 7.731  0.52
C: 1.338 -1.425 6.730  -0.60
C: -0.194 -1.357 7.063  -0.63
Cl: -1.014 -0.214 6.004  0.65
H: 1.362 -1.850 5.726  0.03
H: 1.787 -0.435 6.650  0.06
H: -0.170 -1.047 8.108  0.07
H: -0.632 -2.355 7.063  0.06
C: 1.815 6.246 -1.682  -0.06
C: 3.013 6.750 -2.164  -0.07
C: 3.183 8.150 -2.404  0.04
C: 2.073 9.068 -2.172  -0.15
C: 0.888 8.570 -1.621  -0.01
C: 0.732 7.177 -1.437  -0.05
N: 2.208 10.422 -2.645  -0.32
O: 1.186 11.072 -3.027  0.05
O: 3.349 10.913 -2.566  0.06
H: 1.658 5.195 -1.487  0.09
H: 3.884 6.127 -2.304  0.08
H: 4.147 8.468 -2.773  0.11
H: -0.001 9.179 -1.551  0.11
H: -0.203 6.687 -1.209  0.09
C: 5.572 3.450 -2.568  -0.09
C: 6.037 4.501 -3.397  -0.09
C: 6.392 4.281 -4.679  -0.02
C: 6.234 2.987 -5.249  -0.11
C: 5.684 1.953 -4.408  0.04
C: 5.389 2.216 -3.048  -0.07
N: 6.581 2.704 -6.648  -0.34
O: 6.074 1.699 -7.141  0.05
O: 7.056 3.618 -7.292  0.08
H: 5.380 3.715 -1.539  0.10
H: 6.040 5.459 -2.897  0.10
H: 6.755 5.122 -5.250  0.12
H: 5.497 0.954 -4.774  0.10
H: 4.867 1.460 -2.480  0.10
C: -2.931 0.914 -5.812  -0.03
C: -2.003 0.885 -4.754  -0.04
C: -2.349 1.313 -3.478  -0.03
C: -3.624 1.815 -3.286  -0.15
C: -4.638 1.677 -4.226  0.00
C: -4.287 1.166 -5.496  -0.05
N: -3.959 2.388 -1.951  -0.32
O: -3.113 2.752 -1.112  0.05
O: -5.145 2.510 -1.697  0.05
H: -2.784 0.472 -6.786  0.09
H: -0.981 0.550 -4.851  0.09
H: -1.743 1.462 -2.597  0.10
H: -5.664 1.938 -4.012  0.12
H: -5.001 0.917 -6.267  0.09
C: -7.858 -1.438 0.434  -0.04
C: -6.521 -1.531 0.026  -0.07
C: -5.713 -2.500 0.594  -0.04
C: -6.258 -3.397 1.486  -0.11
C: -7.658 -3.325 1.904  0.01
C: -8.450 -2.484 1.188  -0.08
N: -5.288 -4.302 2.151  -0.31
O: -4.097 -4.232 1.846  0.06
O: -5.758 -5.095 3.028  0.03
H: -8.391 -0.561 0.098  0.11
H: -5.999 -0.804 -0.579  0.11
H: -4.661 -2.536 0.351  0.10
H: -8.197 -3.994 2.558  0.12
H: -9.477 -2.359 1.496  0.11
C: 0.401 3.567 4.652  -0.12
C: 1.422 2.704 4.851  -0.06
C: 2.446 2.563 3.858  0.02
C: 2.366 3.276 2.671  -0.11
C: 1.181 4.113 2.502  0.02
C: 0.257 4.263 3.510  -0.09
N: 3.380 3.102 1.573  -0.31
O: 4.445 2.618 1.906  0.09
O: 2.972 3.656 0.518  0.04
H: -0.303 3.619 5.470  0.11
H: 1.336 1.968 5.637  0.08
H: 3.262 1.856 3.888  0.09
H: 1.055 4.785 1.666  0.10
H: -0.537 4.995 3.533  0.12
C: -3.369 -5.174 6.371  -0.06
C: -3.282 -4.068 5.495  -0.03
C: -2.020 -3.745 4.922  -0.02
C: -0.946 -4.515 5.210  -0.14
C: -1.028 -5.640 6.041  0.01
C: -2.253 -5.910 6.606  -0.08
N: 0.384 -4.287 4.514  -0.35
O: 1.295 -5.011 4.817  0.07
O: 0.519 -3.419 3.680  0.05
H: -4.319 -5.286 6.874  0.11
H: -4.186 -3.500 5.332  0.09
H: -2.004 -2.896 4.255  0.11
H: -0.268 -6.408 6.036  0.12
H: -2.448 -6.768 7.233  0.11
C: 0.628 -3.602 -1.910  -0.09
C: 0.289 -3.261 -3.200  -0.06
C: 1.204 -2.735 -4.115  0.02
C: 2.536 -2.583 -3.676  -0.11
C: 2.805 -3.108 -2.419  -0.05
C: 1.926 -3.571 -1.510  -0.09
N: 3.593 -2.106 -4.632  -0.31
O: 3.318 -1.750 -5.780  0.06
O: 4.761 -2.034 -4.237  0.06
H: -0.137 -3.892 -1.206  0.11
H: -0.732 -3.397 -3.524  0.09
H: 0.951 -2.429 -5.119  0.10
H: 3.821 -3.090 -2.053  0.12
H: 2.220 -3.871 -0.515  0.12
C: 5.114 -2.764 1.881  -0.08
C: 6.491 -2.635 2.115  -0.08
C: 7.074 -3.247 3.180  -0.03
C: 6.345 -3.830 4.227  -0.12
C: 4.946 -3.797 4.040  -0.01
C: 4.281 -3.307 2.851  -0.04
N: 6.933 -4.280 5.548  -0.30
O: 6.400 -3.967 6.652  0.04
O: 7.945 -4.970 5.482  0.08
H: 4.744 -2.195 1.040  0.10
H: 7.112 -1.988 1.513  0.11
H: 8.135 -3.138 3.352  0.12
H: 4.315 -4.213 4.811  0.10
H: 3.212 -3.323 2.705  0.09
C: -5.150 -0.402 -9.059  -0.09
C: -3.880 -0.618 -9.532  -0.06
C: -2.942 -1.282 -8.720  -0.02
C: -3.319 -1.947 -7.574  -0.15
C: -4.694 -1.874 -7.209  0.01
C: -5.600 -1.023 -7.902  -0.07
N: -2.309 -2.581 -6.686  -0.30
O: -2.631 -3.011 -5.607  0.07
O: -1.076 -2.561 -7.021  0.04
H: -5.866 0.236 -9.554  0.11
H: -3.575 0.011 -10.354  0.11
H: -1.957 -1.336 -9.159  0.12
H: -4.906 -2.406 -6.293  0.10
H: -6.660 -1.040 -7.697  0.11
C: -5.432 0.675 4.868  -0.07
C: -4.267 0.864 5.633  -0.08
C: -4.144 0.107 6.826  -0.06
C: -5.010 -0.926 7.113  -0.12
C: -6.112 -1.174 6.267  -0.02
C: -6.328 -0.366 5.147  -0.07
N: -4.897 -1.755 8.414  -0.34
O: -3.778 -1.868 8.899  0.06
O: -5.845 -2.407 8.769  0.08
H: -5.588 1.383 4.067  0.10
H: -3.611 1.706 5.469  0.10
H: -3.365 0.418 7.506  0.09
H: -6.923 -1.849 6.499  0.11
H: -7.140 -0.591 4.471  0.10
C: -1.778 -0.359 1.575  -0.04
C: -0.445 -0.080 1.960  -0.04
C: 0.610 -0.063 0.987  0.01
C: 0.274 0.010 -0.351  -0.15
C: -1.042 -0.227 -0.697  -0.03
C: -2.109 -0.457 0.194  -0.03
N: 1.364 0.102 -1.333  -0.32
O: 2.552 -0.183 -1.121  0.05
O: 1.054 0.621 -2.379  0.08
H: -2.514 -0.512 2.351  0.09
H: -0.147 0.030 2.992  0.07
H: 1.624 -0.101 1.357  0.11
H: -1.288 -0.525 -1.705  0.09
H: -3.053 -0.816 -0.189  0.08
C: 5.410 0.312 4.680  -0.09
C: 5.269 -0.670 5.687  -0.05
C: 5.931 -0.476 6.898  0.00
C: 6.781 0.611 6.994  -0.14
C: 6.950 1.497 5.937  0.00
C: 6.328 1.351 4.690  -0.05
N: 7.557 0.760 8.225  -0.38
O: 7.157 0.400 9.286  0.10
O: 8.674 1.228 8.113  0.07
H: 5.022 0.160 3.684  0.09
H: 4.634 -1.542 5.633  0.08
H: 5.927 -1.178 7.719  0.12
H: 7.618 2.346 5.944  0.12
H: 6.485 2.005 3.845  0.11
C: 1.275 2.819 -5.705  -0.05
C: 2.354 2.502 -6.496  -0.10
C: 3.110 3.413 -7.148  0.00
C: 2.845 4.821 -6.910  -0.09
C: 1.835 5.134 -5.970  -0.02
C: 1.019 4.181 -5.376  -0.05
N: 3.595 5.928 -7.581  -0.33
O: 3.174 7.088 -7.585  0.06
O: 4.661 5.624 -8.128  0.06
H: 0.772 1.994 -5.223  0.08
H: 2.636 1.463 -6.579  0.11
H: 3.833 3.009 -7.842  0.11
H: 1.571 6.165 -5.785  0.11
H: 0.253 4.355 -4.636  0.10
C: -5.810 -5.915 -1.693  -0.06
C: -4.475 -5.564 -1.691  -0.04
C: -4.171 -4.197 -2.005  0.01
C: -5.176 -3.287 -2.425  -0.17
C: -6.480 -3.637 -2.422  -0.04
C: -6.820 -4.973 -2.056  -0.03
N: -4.665 -1.975 -3.025  -0.27
O: -5.345 -1.483 -3.926  0.07
O: -3.567 -1.521 -2.640  0.04
H: -6.177 -6.856 -1.310  0.11
H: -3.618 -6.093 -1.300  0.11
H: -3.152 -3.892 -2.193  0.10
H: -7.194 -2.921 -2.801  0.12
H: -7.867 -5.225 -2.146  0.10

Computed properties:
* energy relative to the best compared isomer or geometry (same formula, charge and spin): 78.4 kcal/mol
* gap between HOMO and LUMO: 8.03 eV
* E_HOMO: -9.612 eV
* energy: -193573.7838 eV

***

(2)
This record from the Open Molecules 2025 dataset describes a 17-piece molecular cluster, C86H86N16 overall in a non-equilibrium geometry. The level of theory is the ωB97M-V functional and the def2-TZVPD basis.

Last column: Löwdin charge in e.
Geometry (Å):
C: 6.924 -1.326 -3.265  -0.09
C: 6.687 -1.710 -1.939  -0.09
C: 7.332 -1.075 -0.902  -0.09
C: 8.132 0.019 -1.190  -0.10
C: 8.351 0.448 -2.487  -0.10
C: 7.760 -0.267 -3.507  -0.12
H: 6.359 -1.842 -3.998  0.08
H: 5.997 -2.494 -1.820  0.07
H: 7.142 -1.448 0.114  0.11
H: 8.737 0.542 -0.505  0.09
H: 9.076 1.264 -2.738  0.12
H: 7.981 0.000 -4.592  0.13
N: -4.850 0.918 6.129  0.05
C: -3.751 1.543 5.839  -0.16
C: -2.810 1.819 6.808  -0.07
C: -3.048 1.499 8.140  -0.07
C: -4.225 0.866 8.450  -0.06
C: -5.089 0.554 7.387  -0.13
H: -3.517 1.756 4.775  0.10
H: -1.877 2.192 6.510  0.05
H: -2.266 1.728 8.831  0.10
H: -4.454 0.739 9.478  0.09
H: -6.071 0.125 7.493  0.10
N: 3.238 4.445 1.479  0.07
C: 2.996 5.740 1.192  -0.17
C: 1.767 6.361 1.274  -0.08
C: 0.695 5.609 1.806  -0.09
C: 0.919 4.300 2.135  -0.09
C: 2.174 3.717 1.892  -0.12
H: 3.869 6.350 0.994  0.10
H: 1.660 7.423 0.930  0.11
H: -0.293 6.065 1.823  0.10
H: 0.216 3.576 2.526  0.07
H: 2.346 2.657 2.058  0.07
N: -2.686 4.316 1.835  0.08
C: -3.650 4.935 1.053  -0.13
C: -4.764 4.253 0.717  -0.11
C: -4.928 2.927 1.020  -0.06
C: -3.945 2.327 1.783  -0.08
C: -2.869 3.044 2.239  -0.16
H: -3.458 5.972 0.831  0.10
H: -5.521 4.755 0.129  0.10
H: -5.794 2.415 0.511  0.13
H: -4.067 1.385 2.175  0.06
H: -2.191 2.669 3.014  0.07
N: -4.777 -2.114 -3.816  0.05
C: -3.857 -1.529 -4.555  -0.15
C: -3.701 -0.169 -4.532  -0.08
C: -4.381 0.605 -3.629  -0.08
C: -5.331 -0.021 -2.849  -0.06
C: -5.470 -1.392 -2.904  -0.14
H: -3.184 -2.151 -5.175  0.11
H: -3.058 0.342 -5.196  0.08
H: -4.192 1.665 -3.596  0.09
H: -5.845 0.588 -2.173  0.08
H: -6.028 -1.942 -2.164  0.09
N: 4.457 0.604 5.309  0.05
C: 4.862 1.426 4.266  -0.14
C: 4.340 1.316 3.030  -0.10
C: 3.279 0.451 2.779  -0.12
C: 2.832 -0.325 3.788  -0.09
C: 3.489 -0.243 5.054  -0.18
H: 5.662 2.150 4.448  0.11
H: 4.733 2.083 2.323  0.12
H: 2.823 0.349 1.745  0.11
H: 2.015 -1.051 3.549  0.10
H: 3.214 -0.772 5.922  0.09
N: -6.759 -0.680 1.005  0.06
C: -5.668 -1.415 1.010  -0.18
C: -4.975 -1.837 2.140  -0.06
C: -5.375 -1.266 3.341  -0.08
C: -6.482 -0.420 3.369  -0.08
C: -7.112 -0.178 2.190  -0.18
H: -5.456 -1.799 -0.004  0.08
H: -4.080 -2.487 2.133  0.10
H: -5.018 -1.647 4.270  0.09
H: -6.825 -0.002 4.313  0.10
H: -7.956 0.536 2.106  0.11
N: -1.833 2.994 -3.574  0.05
C: -1.674 2.450 -2.409  -0.18
C: -1.093 3.146 -1.395  -0.04
C: -0.780 4.482 -1.666  -0.12
C: -0.817 5.047 -2.890  -0.07
C: -1.404 4.200 -3.849  -0.14
H: -1.985 1.401 -2.280  0.10
H: -0.962 2.865 -0.362  0.09
H: -0.469 5.146 -0.817  0.11
H: -0.587 6.105 -3.134  0.12
H: -1.758 4.542 -4.817  0.10
N: -0.700 -1.439 4.066  0.07
C: -1.454 -1.771 5.139  -0.14
C: -2.022 -2.979 5.300  -0.13
C: -1.886 -3.991 4.435  -0.06
C: -1.112 -3.663 3.302  -0.06
C: -0.588 -2.388 3.195  -0.19
H: -1.778 -0.921 5.840  0.13
H: -2.625 -3.155 6.208  0.12
H: -2.404 -4.933 4.557  0.11
H: -0.790 -4.332 2.602  0.05
H: 0.153 -2.187 2.318  0.13
N: -0.346 -4.209 -2.637  0.06
C: -1.008 -4.310 -3.757  -0.13
C: -1.790 -5.458 -4.033  -0.04
C: -1.919 -6.453 -3.069  -0.08
C: -1.173 -6.308 -1.916  -0.05
C: -0.338 -5.163 -1.766  -0.16
H: -0.941 -3.487 -4.362  0.06
H: -2.358 -5.621 -4.963  0.11
H: -2.571 -7.222 -3.302  0.08
H: -1.144 -6.949 -1.057  0.09
H: 0.194 -5.124 -0.811  0.11
N: 4.507 3.767 -3.734  0.06
C: 4.947 2.631 -3.295  -0.19
C: 4.275 1.880 -2.308  -0.07
C: 3.161 2.437 -1.700  -0.06
C: 2.638 3.657 -2.201  -0.06
C: 3.288 4.174 -3.310  -0.15
H: 5.809 2.219 -3.705  0.08
H: 4.569 0.885 -2.046  0.09
H: 2.563 1.875 -0.946  0.09
H: 1.765 4.109 -1.810  0.06
H: 2.831 5.118 -3.748  0.12
N: 2.162 -2.576 0.348  0.08
C: 1.956 -3.101 -0.821  -0.20
C: 2.848 -3.974 -1.414  -0.06
C: 3.977 -4.365 -0.686  -0.07
C: 4.229 -3.719 0.513  -0.09
C: 3.287 -2.856 1.003  -0.14
H: 1.021 -2.828 -1.364  0.08
H: 2.622 -4.381 -2.326  0.07
H: 4.809 -4.921 -1.134  0.11
H: 5.200 -3.836 1.016  0.11
H: 3.485 -2.202 1.877  0.10
N: 0.816 0.618 0.568  0.07
C: -0.126 0.716 1.491  -0.15
C: -1.461 0.179 1.446  -0.06
C: -1.808 -0.551 0.336  -0.07
C: -0.838 -0.694 -0.630  -0.06
C: 0.417 -0.021 -0.549  -0.13
H: 0.154 1.122 2.449  0.07
H: -2.141 0.331 2.216  0.06
H: -2.756 -1.051 0.205  0.08
H: -1.019 -1.267 -1.519  0.08
H: 1.121 -0.195 -1.283  0.06
N: -0.742 3.131 4.650  0.02
C: 0.195 2.158 4.893  -0.15
C: 1.435 2.450 5.391  -0.06
C: 1.721 3.795 5.650  -0.03
C: 0.779 4.798 5.261  -0.04
C: -0.486 4.407 4.844  -0.17
H: -0.034 1.098 4.775  0.09
H: 2.096 1.568 5.503  0.08
H: 2.695 4.100 5.949  0.10
H: 1.222 5.729 5.290  0.08
H: -1.255 5.104 4.504  0.12
N: 0.145 -0.916 -4.040  0.06
C: 1.379 -1.468 -3.841  -0.14
C: 2.575 -0.767 -4.088  -0.05
C: 2.451 0.562 -4.534  -0.09
C: 1.206 1.090 -4.782  -0.05
C: 0.043 0.294 -4.541  -0.15
H: 1.392 -2.494 -3.479  0.07
H: 3.526 -1.224 -3.945  0.08
H: 3.298 1.224 -4.711  0.10
H: 1.199 2.098 -5.151  0.10
H: -0.924 0.806 -4.682  0.07
N: 5.082 -1.700 -6.721  0.06
C: 4.682 -0.574 -7.360  -0.12
C: 3.433 -0.523 -8.003  -0.08
C: 2.574 -1.576 -7.860  -0.11
C: 2.918 -2.654 -7.082  -0.07
C: 4.193 -2.628 -6.507  -0.20
H: 5.416 0.219 -7.387  0.10
H: 3.136 0.316 -8.721  0.13
H: 1.618 -1.549 -8.316  0.10
H: 2.235 -3.459 -6.834  0.10
H: 4.416 -3.512 -5.873  0.11
N: -2.445 -3.928 0.313  0.08
C: -3.143 -3.553 -0.806  -0.15
C: -4.159 -4.328 -1.330  -0.08
C: -4.547 -5.509 -0.693  -0.09
C: -3.886 -5.931 0.404  -0.05
C: -2.804 -5.084 0.875  -0.14
H: -2.965 -2.571 -1.278  0.10
H: -4.651 -4.027 -2.274  0.09
H: -5.350 -6.094 -1.128  0.11
H: -4.218 -6.755 0.946  0.08
H: -2.208 -5.387 1.758  0.09

Computed properties:
* gap between HOMO and LUMO: 9.37 eV
* E_HOMO: -8.837 eV
* energy: -114412.2499 eV